Record 1
Density functional theory data (the ωB97M-V functional and the def2-TZVPD basis) for C3H3LiO3Pb as an isolated structure.

```
11
C3H3LiO3Pb (the ωB97M-V functional and the def2-TZVPD basis)
O 1.99 0.73 0.21
C 1.77 -0.48 0.27
C 0.60 -1.04 -0.44
H 2.33 -1.16 0.91
H 0.46 -2.10 -0.24
H 0.63 -0.77 -1.49
Pb 0.73 2.30 0.01
O -1.25 -0.01 -0.09
C -1.43 1.15 0.21
O -2.44 1.77 0.67
Li -3.39 -0.38 -0.01
```

Values from the calculation:
**ΔE to the lowest compared entry with this formula, charge and spin**: 0.0 kJ/mol
**HOMO (alpha / beta)**: -11.268 / -11.186 eV
**Lowest unoccupied orbital energy (alpha / beta)**: -4.691 / -5.562 eV
**Net charge**: +1
**Spin multiplicity**: 2
**⟨S²⟩**: 0.760


Record 2
Density functional theory data (the ωB97M-V functional and the def2-TZVPD basis) for one molecule with the formula C3H3NOS2.

```
10
C3H3NOS2 (the ωB97M-V functional and the def2-TZVPD basis)
S -2.48 0.77 0.56
C -1.19 0.00 0.00
O -1.26 -0.91 -0.98
N -0.13 -1.69 -0.96
C 0.72 -1.06 -0.20
C 0.11 0.12 0.35
S 1.54 1.38 -0.16
H 1.77 -1.60 -0.12
H 0.17 0.36 1.41
H 0.75 2.63 0.10
```

Values from the calculation:
**ΔE to the lowest compared entry with this formula, charge and spin**: 389.2 kJ/mol
**Structure (SMILES)**: S=C1ON=C[C@H]1S
**HOMO**: -9.400 eV
**Lowest unoccupied orbital energy**: -1.336 eV


Record 3
Density functional theory data (the ωB97M-V functional and the def2-TZVPD basis) for a 3-piece molecular cluster, C23H31BrF5N5O overall.

```
66
C23H31BrF5N5O (the ωB97M-V functional and the def2-TZVPD basis)
C -2.04 4.23 0.49
C -0.44 4.54 0.62
C 0.36 3.93 -0.68
O 1.48 3.11 -0.25
C 1.94 2.24 -1.32
N 3.41 2.03 -1.03
C 1.80 2.87 -2.78
N 1.89 3.36 -3.89
C 1.28 0.73 -1.20
C -0.16 0.76 -1.96
N -1.08 0.50 -2.72
C 2.25 -0.44 -1.72
C 2.80 -0.27 -3.22
C 1.72 -0.53 -4.38
Br 2.35 -1.71 -5.85
C 0.90 0.59 0.38
C 0.54 -0.91 0.83
C -0.99 -1.35 0.48
C -1.35 -2.75 1.22
F -0.63 -3.83 0.60
F -1.00 -2.76 2.60
C -2.92 -3.10 1.09
F -3.38 -3.96 2.12
F -3.77 -1.95 1.12
F -3.10 -3.70 -0.21
H -2.26 3.29 1.13
H -2.68 5.14 0.83
H -2.36 3.98 -0.57
H 0.01 4.11 1.59
H -0.36 5.70 0.61
H -0.44 3.39 -1.29
H 0.70 4.87 -1.27
H 3.98 2.23 -1.86
H 3.70 2.56 -0.20
H 1.65 -1.43 -1.67
H 3.17 -0.58 -1.03
H 3.61 -1.10 -3.35
H 3.36 0.72 -3.42
H 0.75 -1.01 -3.94
H 1.37 0.49 -4.82
H 1.80 0.92 1.05
H -0.02 1.24 0.66
H 0.58 -0.92 1.99
H 1.28 -1.71 0.49
H -1.17 -1.51 -0.64
H -1.68 -0.56 0.96
C 2.73 5.48 5.16
C 1.71 4.58 5.55
C 1.57 3.65 4.55
N 2.47 3.95 3.56
C 3.18 5.07 3.93
H 3.09 6.33 5.71
H 1.14 4.61 6.47
H 0.92 2.79 4.46
H 2.59 3.44 2.70
H 3.95 5.47 3.28
C -3.70 -8.66 -1.71
C -4.52 -8.62 -0.55
C -4.63 -7.30 -0.17
N -3.92 -6.55 -1.06
C -3.35 -7.36 -2.00
H -3.40 -9.53 -2.26
H -4.97 -9.46 -0.04
H -5.16 -6.84 0.65
H -3.82 -5.54 -1.02
H -2.74 -6.95 -2.79
```

Values from the calculation:
**ΔE to the lowest compared entry with this formula, charge and spin**: 481.4 kJ/mol
**Structure (SMILES)**: CCCO[C@](N)(C#N)[C@@](C#N)(CCCBr)CCCC(F)(F)C(F)(F)F.c1cc[nH]c1.c1cc[nH]c1
**HOMO**: -8.068 eV
**Lowest unoccupied orbital energy**: 0.055 eV


Record 4
Density functional theory data (the ωB97M-V functional and the def2-TZVPD basis) for a 10-piece molecular cluster, C48H90N10 overall.

```
148
C48H90N10 (the ωB97M-V functional and the def2-TZVPD basis)
N 0.92 0.96 -1.97
C -0.43 1.22 -2.16
C -0.52 2.09 -3.26
C 0.79 2.22 -3.77
C 1.71 1.56 -2.95
H 1.35 0.52 -1.17
H -1.16 0.85 -1.45
H -1.41 2.52 -3.67
H 1.10 2.80 -4.63
H 2.79 1.61 -2.96
N 6.94 -6.65 1.62
C 6.00 -5.70 1.48
C 5.97 -4.88 2.66
C 6.94 -5.37 3.52
C 7.47 -6.54 2.89
H 6.98 -7.41 0.95
H 5.23 -5.88 0.74
H 5.36 -4.05 2.97
H 7.27 -4.90 4.43
H 8.22 -7.27 3.18
N -4.78 -4.01 -5.88
C -3.75 -3.64 -5.04
C -3.69 -4.35 -3.85
C -4.71 -5.34 -4.06
C -5.38 -5.05 -5.25
H -5.18 -3.37 -6.56
H -3.40 -2.68 -5.38
H -3.09 -4.20 -2.96
H -5.11 -6.10 -3.39
H -6.33 -5.49 -5.52
N 3.68 1.08 5.77
C 3.21 0.47 6.84
C 1.93 0.01 6.72
C 1.65 0.13 5.34
C 2.72 0.80 4.79
H 4.58 1.51 5.62
H 3.95 0.50 7.63
H 1.25 -0.42 7.44
H 0.78 -0.13 4.75
H 3.03 1.16 3.82
N -2.14 -0.83 -7.22
C -0.91 -1.14 -7.71
C 0.07 -1.01 -6.82
C -0.62 -0.59 -5.67
C -1.99 -0.40 -5.92
H -2.96 -0.92 -7.81
H -0.88 -1.38 -8.77
H 1.13 -1.12 -7.00
H -0.23 -0.47 -4.67
H -2.73 0.09 -5.32
N -4.45 -2.68 2.04
C -4.73 -1.75 2.98
C -3.97 -0.54 2.63
C -3.23 -0.85 1.50
C -3.62 -2.11 1.11
H -4.97 -3.54 2.03
H -5.41 -2.00 3.77
H -3.85 0.39 3.18
H -2.57 -0.18 0.96
H -3.45 -2.77 0.27
C 3.36 -2.69 0.73
C 2.81 -1.52 -0.12
N 1.36 -1.48 -0.31
C 0.56 -0.98 0.84
C 1.06 0.43 1.41
C 0.77 -2.60 -1.03
C -0.56 -2.18 -1.60
H 3.41 -2.50 1.81
H 4.36 -2.96 0.38
H 2.82 -3.63 0.67
H 3.19 -0.61 0.33
H 3.41 -1.61 -1.03
H -0.49 -0.82 0.57
H 0.52 -1.68 1.68
H 0.68 0.69 2.40
H 2.13 0.35 1.60
H 0.92 1.23 0.68
H 0.74 -3.42 -0.31
H 1.43 -3.00 -1.81
H -0.45 -1.37 -2.32
H -1.28 -1.83 -0.86
H -1.07 -3.02 -2.06
C 6.82 3.32 -4.34
C 7.63 3.24 -3.10
N 7.19 2.14 -2.18
C 7.59 2.54 -0.75
C 9.00 2.40 -0.48
C 5.72 1.90 -2.10
C 5.56 0.65 -3.04
H 6.96 2.38 -4.87
H 7.23 4.08 -5.01
H 5.75 3.53 -4.30
H 8.68 3.14 -3.37
H 7.38 4.17 -2.59
H 7.09 1.83 -0.09
H 7.13 3.48 -0.45
H 9.19 2.01 0.52
H 9.54 3.34 -0.62
H 9.39 1.68 -1.21
H 5.38 1.76 -1.08
H 5.15 2.79 -2.36
H 6.41 0.46 -3.70
H 5.48 -0.26 -2.44
H 4.62 0.59 -3.59
C -1.88 2.98 3.50
C -1.70 4.26 4.39
N -2.11 4.17 5.80
C -2.48 5.41 6.45
C -3.76 6.00 5.68
C -1.28 3.26 6.69
C -2.27 2.48 7.58
H -1.35 3.22 2.58
H -2.90 2.76 3.17
H -1.43 2.06 3.87
H -0.65 4.53 4.47
H -2.08 5.12 3.85
H -2.71 5.41 7.51
H -1.53 5.94 6.32
H -3.50 6.45 4.72
H -4.49 5.25 5.36
H -4.11 6.74 6.40
H -0.55 3.75 7.34
H -0.69 2.59 6.07
H -2.51 1.50 7.15
H -3.24 2.90 7.85
H -1.80 2.23 8.53
C -4.08 -1.02 -2.24
C -5.53 -1.20 -1.87
N -6.11 0.16 -1.77
C -7.56 -0.02 -1.90
C -8.09 -0.58 -3.19
C -5.67 0.81 -0.56
C -6.39 2.21 -0.35
H -3.97 -0.76 -3.29
H -3.56 -1.97 -2.11
H -3.41 -0.43 -1.60
H -6.03 -2.00 -2.42
H -5.53 -1.68 -0.90
H -7.93 -0.81 -1.25
H -8.04 0.95 -1.75
H -7.75 -1.59 -3.40
H -9.18 -0.59 -3.16
H -7.76 -0.03 -4.07
H -4.60 0.97 -0.44
H -5.93 0.33 0.38
H -6.16 2.52 0.67
H -7.46 1.99 -0.32
H -6.19 3.00 -1.07
```

Values from the calculation:
**HOMO (alpha / beta)**: -8.733 / -8.733 eV
**Lowest unoccupied orbital energy (alpha / beta)**: -3.956 / -7.669 eV
**Net charge**: +1
**Spin multiplicity**: 2
**⟨S²⟩**: 0.764